A cluster of 6 separate species, C27H61NO7 in total. Source: the OMol25 dataset; level of theory: ωB97M-V/def2-TZVPD.

HOMO level   -7.854 eV
LUMO energy   0.1 eV
F_max   4.7 eV/A
SMILES   CC(C)=N[C@H]1COC(=O)C1.CCOCC.CCOCC.CCOCC.CCOCC.CCOCC

Structure (XYZ):
```
96
Properties=species:S:1:pos:R:3:forces:R:3
C -2.063 -1.391 0.446 0.96 -0.63 1.03
C -2.462 -2.929 0.654 -1.20 -0.24 1.12
C -1.810 -4.154 -0.125 -0.57 0.40 0.14
N -3.425 -3.166 1.555 1.32 1.93 -3.45
C -4.744 -3.451 0.900 -0.38 -0.27 -0.07
C -5.755 -2.468 1.720 0.67 -1.70 0.58
O -6.525 -1.715 0.723 -0.76 -2.14 -0.35
C -6.600 -2.631 -0.394 0.15 -0.85 -0.88
O -7.590 -3.068 -0.989 3.24 2.24 2.57
C -5.023 -2.958 -0.597 -1.30 0.43 -0.55
H -1.052 -1.245 -0.066 -1.42 -0.10 0.68
H -2.045 -0.930 1.500 0.06 -0.67 -1.57
H -2.896 -0.822 -0.107 1.16 -1.26 0.68
H -2.497 -5.053 0.024 0.88 1.22 -0.22
H -1.631 -3.982 -1.235 0.02 -0.13 1.42
H -0.832 -4.402 0.431 -1.35 0.55 -0.97
H -5.037 -4.554 0.906 0.08 1.35 0.30
H -5.084 -1.877 2.423 -1.17 -0.07 -1.43
H -6.417 -3.122 2.388 0.43 1.03 -1.09
H -4.785 -3.649 -1.474 -0.52 0.56 1.51
H -4.644 -1.925 -0.915 -0.12 -1.44 0.88
C -8.611 -4.026 -3.743 -0.25 -0.06 0.02
C -7.482 -3.353 -4.501 -0.11 -0.12 0.10
O -7.557 -3.529 -5.910 0.16 -0.05 -0.16
C -8.711 -3.006 -6.549 0.05 0.04 -0.01
C -8.861 -1.502 -6.395 0.01 0.10 0.20
H -8.685 -5.082 -4.018 0.07 0.06 -0.03
H -8.444 -3.953 -2.666 -0.04 -0.03 -0.34
H -9.576 -3.562 -3.963 0.02 0.01 0.04
H -6.534 -3.798 -4.187 -0.01 0.02 -0.23
H -7.422 -2.288 -4.253 -0.07 0.03 0.04
H -9.609 -3.528 -6.202 -0.04 0.07 0.05
H -8.607 -3.241 -7.611 0.15 -0.11 0.12
H -9.048 -1.222 -5.356 -0.07 0.01 -0.05
H -9.698 -1.138 -6.995 0.06 -0.04 0.02
H -7.949 -0.990 -6.713 -0.07 -0.06 -0.05
C 3.757 -0.819 0.245 0.12 -0.07 0.15
C 2.617 0.145 0.523 0.08 -0.09 -0.08
O 1.532 -0.445 1.227 -0.23 -0.02 -0.06
C 1.823 -0.958 2.520 -0.03 0.05 0.04
C 2.313 0.097 3.495 0.16 0.14 -0.06
H 3.388 -1.718 -0.255 0.00 0.10 -0.02
H 4.510 -0.346 -0.390 -0.08 -0.04 -0.01
H 4.249 -1.135 1.168 0.03 0.04 -0.03
H 2.211 0.492 -0.431 -0.16 -0.06 0.16
H 2.975 1.035 1.050 0.06 -0.02 0.04
H 2.532 -1.790 2.449 0.07 0.04 0.03
H 0.888 -1.379 2.900 -0.02 0.05 -0.22
H 3.287 0.494 3.200 0.01 -0.05 0.07
H 2.414 -0.326 4.497 -0.03 0.01 -0.07
H 1.617 0.939 3.535 -0.01 -0.11 0.02
C 8.089 1.832 -1.435 -0.03 0.07 -0.20
C 7.556 0.410 -1.415 0.04 0.10 0.04
O 6.379 0.233 -2.192 -0.18 -0.07 0.09
C 6.495 0.499 -3.583 0.00 -0.05 -0.06
C 7.495 -0.399 -4.290 0.20 -0.03 0.09
H 7.306 2.541 -1.156 0.09 -0.06 0.05
H 8.924 1.937 -0.739 -0.08 -0.01 -0.03
H 8.445 2.113 -2.429 0.07 0.01 0.07
H 7.287 0.151 -0.387 -0.17 -0.07 -0.15
H 8.327 -0.304 -1.723 0.04 0.03 -0.04
H 6.726 1.556 -3.751 0.08 -0.01 -0.02
H 5.505 0.326 -4.011 -0.01 0.00 0.23
H 8.516 -0.207 -3.952 -0.01 0.03 -0.08
H 7.463 -0.230 -5.369 -0.02 0.00 0.08
H 7.277 -1.451 -4.091 -0.06 0.08 -0.05
C -6.191 0.073 6.715 -0.22 0.02 -0.06
C -5.063 0.754 5.961 -0.01 -0.09 0.02
O -5.130 0.572 4.554 0.14 -0.09 -0.08
C -6.287 1.083 3.906 0.01 0.06 -0.07
C -6.450 2.586 4.053 0.02 0.09 0.21
H -6.253 -0.984 6.443 0.08 0.07 0.04
H -6.031 0.150 7.793 0.02 -0.01 -0.08
H -7.158 0.526 6.488 0.03 0.01 0.08
H -4.113 0.318 6.281 -0.02 0.02 -0.23
H -5.013 1.820 6.205 -0.08 0.02 0.03
H -7.181 0.554 4.251 -0.04 0.06 0.04
H -6.175 0.845 2.845 0.14 -0.13 0.13
H -6.644 2.869 5.090 -0.07 0.02 -0.05
H -7.287 2.940 3.447 0.06 -0.05 0.02
H -5.541 3.105 3.737 -0.07 -0.07 -0.05
C 10.464 4.007 1.461 -0.08 0.12 0.16
C 10.519 4.529 0.036 -0.06 -0.04 0.04
O 9.284 5.066 -0.420 -0.05 -0.11 -0.14
C 8.777 6.182 0.297 0.02 0.07 -0.04
C 9.694 7.392 0.264 0.22 -0.02 0.05
H 9.641 3.296 1.580 0.08 0.01 -0.06
H 11.401 3.509 1.722 -0.06 0.03 -0.04
H 10.304 4.814 2.179 0.07 -0.04 0.00
H 10.758 3.697 -0.632 -0.18 0.14 -0.09
H 11.321 5.264 -0.083 0.02 0.02 0.07
H 8.539 5.897 1.328 0.06 0.04 0.04
H 7.830 6.448 -0.178 0.08 -0.21 -0.07
H 10.628 7.203 0.798 -0.05 0.06 0.04
H 9.210 8.252 0.732 0.01 -0.07 -0.04
H 9.954 7.650 -0.766 -0.10 -0.01 0.05
```
Forces are in eV/Å.

Atomic partial charges in e from the Löwdin method, atoms 1 to 8:
1. C -0.033
2. C -0.317
3. C -0.048
4. N 0.012
5. C -0.283
6. C -0.109
7. O -0.064
8. C -0.334

=====

A structure of composition C27H62BeBrClF2LiN3O5Si. Source: the OMol25 dataset; level of theory: ωB97M-V/def2-TZVPD.

HOMO level   -6.163 eV
LUMO energy   -2.9 eV
F_max   3.6 eV/A

Structure (XYZ):
```
104
Properties=species:S:1:pos:R:3:forces:R:3
C 5.117 1.574 0.330 -0.12 0.77 -1.14
C 4.042 2.461 -0.404 -0.01 -0.22 -0.47
C 3.929 3.834 0.167 -1.00 0.35 1.69
C 2.597 4.202 0.844 0.05 0.34 -0.17
C 1.318 3.833 0.046 -0.48 0.27 0.33
Si 0.325 2.395 0.780 0.68 0.70 -1.17
H 5.966 2.135 0.734 -0.08 -0.41 0.18
H 4.563 0.981 1.146 0.02 1.57 -0.30
H 5.483 0.818 -0.428 -0.12 1.86 0.05
H 4.397 2.576 -1.458 0.37 0.02 0.21
H 3.098 1.904 -0.464 -0.02 0.39 0.02
H 4.136 4.562 -0.727 -0.17 -0.86 0.03
H 4.722 4.049 0.909 0.12 0.05 -0.49
H 2.562 3.829 1.885 -0.01 -0.10 -0.28
H 2.597 5.298 0.941 0.12 -0.25 0.07
H 0.648 4.708 0.078 0.14 -0.17 -0.18
H 1.575 3.695 -1.015 -0.05 0.02 0.18
H -0.061 2.589 2.170 -0.42 0.55 -0.13
H -0.844 2.071 -0.097 -0.17 0.07 0.06
H 1.211 1.233 0.672 -0.05 -0.01 -0.76
C 1.594 -2.430 4.822 -0.06 -0.03 -0.02
C 1.508 -2.708 3.325 -0.08 -0.03 0.38
C 2.208 -1.644 2.477 -0.10 -0.43 -0.11
C 1.562 -0.342 2.584 0.07 0.07 0.33
N 1.045 0.684 2.651 0.52 -1.41 1.40
H 1.083 -1.502 5.085 0.05 0.02 -0.02
H 1.124 -3.238 5.385 0.03 0.02 0.04
H 2.634 -2.353 5.148 -0.02 0.01 0.02
H 0.461 -2.792 3.031 0.05 0.01 -0.11
H 1.973 -3.675 3.120 0.02 0.06 -0.14
H 2.196 -1.957 1.431 0.03 0.10 -0.01
H 3.256 -1.563 2.769 -0.01 0.16 0.01
F 4.508 4.212 -2.200 0.37 -0.46 -0.81
C 0.380 -7.842 7.732 0.55 0.52 0.28
O 0.787 -6.479 7.647 0.04 0.05 0.02
C 0.654 -5.797 8.793 0.03 0.07 0.01
O 0.234 -6.243 9.828 0.02 -0.02 -0.11
O 1.064 -4.550 8.581 0.01 -0.04 -0.07
C 0.978 -3.698 9.727 0.03 0.27 0.17
H 0.537 -8.280 6.747 0.24 0.28 -0.05
H 0.984 -8.384 8.461 -0.17 -0.07 0.06
H -0.679 -7.906 7.993 0.09 0.12 0.25
H 1.608 -4.072 10.532 -0.11 -0.09 0.02
H -0.054 -3.606 10.060 0.03 -0.12 0.06
H 1.339 -2.720 9.422 0.02 -0.09 -0.19
C -0.951 3.064 -5.269 0.37 -0.06 0.57
C -0.817 3.836 -3.944 0.01 0.08 -0.33
C -1.806 3.420 -2.850 0.15 -0.01 0.09
C -3.286 3.310 -3.227 0.32 0.00 0.07
N -4.081 4.589 -3.267 -0.66 -0.02 -0.42
C -5.484 4.259 -3.776 0.07 -0.21 0.17
C -6.285 3.967 -2.525 -0.08 -0.03 0.07
C -5.785 5.034 -1.560 -0.11 -0.01 -0.05
C -4.292 5.158 -1.853 -0.92 -0.30 -0.25
C -3.470 5.617 -4.153 0.21 -0.08 0.25
H -1.929 3.183 -5.728 0.10 -0.06 -0.20
H -0.220 3.445 -5.996 -0.35 0.18 -0.45
H -0.769 1.991 -5.120 -0.21 -0.05 -0.06
H -0.880 4.903 -4.148 0.13 0.00 0.02
H 0.198 3.685 -3.542 -0.08 0.21 0.32
H -1.665 4.080 -1.984 -0.08 0.04 -0.01
H -1.499 2.425 -2.513 -0.19 0.00 0.10
H -3.786 2.687 -2.487 0.01 0.01 -0.01
H -3.411 2.825 -4.197 -0.04 0.07 -0.02
H -5.872 5.143 -4.279 0.08 0.01 0.01
H -5.432 3.431 -4.480 0.06 0.08 -0.08
H -6.068 2.964 -2.151 -0.02 0.00 -0.01
H -7.358 4.033 -2.702 0.03 -0.06 -0.09
H -5.973 4.772 -0.521 0.12 0.06 0.01
H -6.284 5.986 -1.752 -0.04 -0.04 -0.01
H -3.695 4.586 -1.156 0.21 0.15 -0.10
H -3.960 6.186 -1.840 0.30 -0.12 0.08
H -3.245 5.164 -5.119 0.01 0.06 -0.02
H -2.579 6.008 -3.667 0.01 -0.01 -0.02
H -4.179 6.431 -4.278 0.01 -0.02 0.03
C 1.006 -2.749 -4.453 -0.12 0.02 0.08
O -0.219 -3.306 -4.020 0.24 0.00 -0.15
C -0.281 -4.727 -4.141 -0.43 -0.13 0.08
C -0.274 -5.392 -2.779 0.25 0.23 0.06
N 1.025 -5.256 -2.132 -0.17 0.00 0.05
C 1.040 -5.635 -0.720 0.21 0.10 -0.14
C 0.178 -4.829 0.250 0.10 -0.23 0.26
O 0.604 -3.490 0.436 -0.24 -0.07 -0.25
C 0.134 -2.572 -0.537 0.23 0.22 0.21
H 0.882 -1.666 -4.489 -0.05 -0.02 0.05
H 1.821 -2.978 -3.759 0.10 -0.01 -0.11
H 1.270 -3.101 -5.455 0.06 -0.02 0.03
H 0.521 -5.112 -4.777 0.10 0.08 0.09
H -1.231 -4.957 -4.631 0.02 -0.01 -0.02
H -0.507 -6.454 -2.898 0.00 0.00 0.02
H -1.073 -4.931 -2.184 -0.15 -0.09 -0.10
H 1.326 -4.293 -2.202 0.02 -0.02 -0.02
H 2.078 -5.551 -0.387 -0.03 -0.04 0.08
H 0.768 -6.692 -0.640 -0.06 0.02 0.00
H 0.273 -5.305 1.230 0.01 0.03 0.01
H -0.888 -4.864 -0.002 0.01 0.09 -0.13
H -0.856 -2.840 -0.914 0.04 -0.07 -0.05
H 0.843 -2.485 -1.364 -0.14 -0.01 -0.14
H 0.070 -1.589 -0.064 -0.02 -0.04 0.05
Cl -2.377 6.389 -0.241 0.68 0.23 0.36
Li 1.359 2.958 -5.200 0.37 0.41 0.67
Be -1.220 -9.416 6.632 -0.78 -0.88 -0.48
Br 5.287 -0.751 0.712 0.38 -3.43 0.93
F 2.802 5.719 -2.544 -0.51 -0.20 -0.26
```
Forces are in eV/Å.

Atomic partial charges in e from the Löwdin method, atoms 1 to 8:
1. C -0.318
2. C -0.210
3. C -0.204
4. C -0.250
5. C -0.372
6. Si 0.618
7. H 0.097
8. H -0.034

=====

Number 1: gap between HOMO and LUMO 7.989 eV. Number 2: gap between HOMO and LUMO 3.229 eV.